(1)
19
Properties=species:S:1:pos:R:3:forces:R:3 method="wB97M-V/def2-TZVPD" homo_energy_ev="-5.07 / -9.60" s2=2.019 orbital_gap_ev="5.68 / 6.23" multiplicity=3 e_lumo_ev="0.6 / -3.4"
C 0.030044 -2.117699 -0.250460 -2.2 -0.4 3.6
C -0.562521 -0.992354 0.634872 2.2 0.2 -1.6
C -1.168599 0.760589 -1.217335 2.4 -4.7 -0.5
C -1.545817 1.258317 1.199821 3.1 -0.8 -0.2
C -0.956035 0.243993 0.217862 -1.1 2.4 -1.4
O 1.210089 1.200941 0.122318 -3.6 -2.6 -3.8
Si 2.196374 1.764108 1.119165 5.8 3.2 3.1
Cl -1.222104 2.941456 0.787861 0.1 0.5 0.0
H -0.331913 -2.146664 -1.232780 -0.3 0.4 -1.5
H 1.120845 -2.119749 -0.176559 -0.2 -0.2 0.1
H -0.330745 -1.036739 1.679356 -0.2 -0.5 0.6
H -2.005853 1.386435 -1.253947 -1.0 0.9 -0.4
H -1.248559 -0.205197 -1.932345 -0.1 2.4 1.4
H -0.184689 1.233176 -1.443612 -1.0 0.1 -0.2
H -1.112071 1.053056 2.165229 -0.3 0.1 0.6
H -2.566163 1.191006 1.160143 -2.6 -0.5 0.3
H 3.684250 2.437190 0.707984 -2.3 -1.1 0.3
H -0.493181 -3.016169 0.269154 1.6 0.8 -0.9
H 1.961959 1.708815 2.538281 -0.2 -0.2 0.5

=====

(2)
15
Properties=species:S:1:pos:R:3:forces:R:3 method="wB97M-V/def2-TZVPD" homo_energy_ev=-9.52 orbital_gap_ev=10.42 e_lumo_ev=0.9 relative_energy_kcal_mol=56.2
H 1.787631 -2.041608 1.157577 -0.2 0.0 -0.1
N 0.806091 -2.012760 0.851433 -0.1 0.5 -1.4
C 0.787428 -1.453411 -0.303292 -3.0 -0.6 1.9
N 1.878010 -0.896493 -0.891392 2.4 1.0 -1.5
H -0.215229 -1.225958 -0.798742 1.0 -0.9 0.6
H 1.982850 -1.170270 -1.866104 -0.1 0.0 0.1
H 1.804909 0.123461 -0.895954 0.0 -0.2 0.1
N -2.071024 1.121088 -0.572972 -0.1 0.1 0.0
N -1.406779 0.578859 0.548985 1.8 1.3 0.8
C -0.166288 1.106656 0.932053 -1.3 -0.6 -0.4
O 0.453197 1.938187 0.286038 -0.5 -0.5 0.3
H -2.674903 1.880746 -0.247800 0.1 -0.2 0.0
H -1.360053 1.593820 -1.145720 -0.1 -0.4 0.3
H -1.806706 -0.195623 1.078036 0.1 0.4 -0.6
H 0.200865 0.653305 1.867852 0.0 0.0 -0.2

=====

(3)
97
Properties=species:S:1:pos:R:3:forces:R:3 method="wB97M-V/def2-TZVPD" homo_energy_ev="-5.43 / -7.96" s2=3.778 orbital_gap_ev="5.55 / 7.51" multiplicity=4 e_lumo_ev="0.1 / -0.4" relative_energy_kcal_mol=57.5
Co 0.153278 0.363989 0.676910 0.4 1.5 3.6
C -1.448103 1.298102 -4.646068 -0.7 -0.3 -0.6
C -1.390259 -0.017247 -4.399713 -0.6 0.4 -1.0
C -0.426655 -0.965185 -5.045731 0.6 -0.1 0.2
C 1.022226 -0.440087 -5.171397 0.5 -0.2 -0.5
C 1.541019 0.267312 -3.944406 0.8 1.0 -0.7
C 1.194834 1.496287 -3.508678 1.1 -0.6 -0.8
C 0.710602 2.576579 -4.407966 -1.4 0.4 -0.3
C -0.417087 2.109662 -5.366526 0.3 0.4 -0.5
C 1.596715 1.121388 1.870677 0.5 1.4 0.7
H -2.368162 1.867693 -4.462994 0.6 -0.5 0.5
H -2.225888 -0.519430 -3.918209 0.0 0.3 0.0
H -0.771298 -1.200321 -6.066014 -0.1 0.0 0.3
H -0.437524 -1.922229 -4.502188 0.1 0.2 -0.1
H 1.676466 -1.300594 -5.359611 -0.1 0.1 0.0
H 1.095292 0.179112 -6.071332 0.1 -0.2 0.2
H 2.454805 -0.192639 -3.550828 -0.8 -0.1 0.7
H 1.478434 1.824044 -2.522519 0.5 0.0 -0.2
H 1.537314 2.973359 -5.034400 -0.2 -0.2 0.5
H 0.322081 3.408029 -3.796916 0.2 -0.2 -0.2
H -0.895989 2.998457 -5.796602 0.0 -0.1 0.1
H 0.021677 1.589826 -6.228105 -0.3 0.1 0.3
H 1.134450 1.667337 2.710322 0.4 -0.2 -0.3
H 2.414172 1.740788 1.466525 -0.1 -0.3 0.4
H 2.032542 0.196629 2.264915 -0.1 0.1 0.2
P 1.783549 -0.460541 -0.412465 2.5 -0.6 -0.5
P -1.318085 -0.976460 -0.302740 -1.8 1.0 -0.5
N 3.017680 0.729858 -0.979227 -0.6 -0.2 -0.1
N 2.937437 -1.559386 0.372878 0.0 0.0 0.3
N -1.998869 0.470407 -1.192749 0.6 -1.0 0.6
N -2.760301 -1.817870 0.139235 -0.5 -0.4 -0.1
C 1.021236 -1.513645 -1.685490 0.7 -0.7 -1.0
C -0.417688 -2.032085 -1.450867 -0.1 -0.4 -0.6
C 2.870302 2.124471 -0.836223 0.7 0.0 -0.6
C 3.919346 2.764491 -1.478763 -0.7 -0.9 0.5
C 4.766291 1.746845 -2.029560 -1.1 -1.2 0.5
C 4.192978 0.511964 -1.711025 0.1 1.3 -0.1
C 3.949417 -1.186941 1.272889 0.2 -0.9 -0.3
C 4.685304 -2.308726 1.624752 -1.0 0.4 -0.6
C 4.087716 -3.434173 0.955626 -0.7 1.2 -0.2
C 3.003815 -2.947973 0.244858 0.7 -0.1 -0.1
C -1.397197 1.677042 -0.837155 -0.5 0.0 -0.4
C -2.086124 2.711505 -1.437184 0.5 -0.2 0.3
C -3.146939 2.138509 -2.187945 0.3 -1.2 0.5
C -3.065346 0.760990 -2.015377 -0.3 1.0 0.1
C -3.962908 -2.004893 -0.554979 -0.3 -0.6 0.7
C -4.801923 -2.803147 0.209101 0.8 0.5 -0.4
C -4.093966 -3.142429 1.407496 0.7 0.4 -0.3
C -2.856707 -2.527697 1.341214 -0.6 -0.3 -0.1
H 1.714821 -2.330653 -1.902123 -0.3 -0.1 -0.4
H 0.973237 -0.900159 -2.593226 0.1 -0.1 0.6
H -0.978498 -2.054731 -2.399407 0.4 -0.3 0.1
H -0.392750 -3.056422 -1.036886 -0.2 0.4 0.0
H 2.014940 2.539168 -0.320111 0.2 -0.1 -0.1
H 4.067515 3.837290 -1.529513 -0.1 -0.3 0.0
H 5.659868 1.905567 -2.610944 0.1 -0.1 0.1
H 4.534799 -0.489500 -1.913005 0.0 0.0 0.0
H 4.064359 -0.161825 1.567790 0.1 0.1 -0.1
H 5.546230 -2.330090 2.280556 -0.2 0.1 -0.1
H 4.421489 -4.454851 0.983999 -0.1 -0.1 0.1
H 2.280474 -3.467957 -0.363587 0.2 -0.1 0.1
H -0.582161 1.748208 -0.082131 -0.7 0.8 -0.7
H -1.845336 3.763488 -1.331168 -0.1 -0.2 0.0
H -3.840387 2.657499 -2.832456 -0.1 -0.1 0.2
H -3.676366 -0.008298 -2.456377 0.1 0.2 0.1
H -4.114985 -1.560142 -1.522978 -0.1 -0.1 0.2
H -5.805227 -3.119584 -0.059180 0.3 0.1 0.0
H -4.452179 -3.769423 2.221722 0.2 0.3 -0.3
H -2.034512 -2.528215 2.044235 -0.3 0.0 -0.2
C -0.337990 2.131202 4.982338 0.2 0.2 0.2
Si -1.409852 1.662761 3.500051 0.0 -0.8 -0.5
C -3.131742 1.405594 4.234825 -0.2 0.1 -0.1
C -1.524488 3.180158 2.416391 0.0 0.5 -0.2
C -0.896692 0.118953 2.481949 -0.6 -0.4 1.5
Si -0.306485 -1.219299 3.729107 -0.4 0.6 -0.8
C -1.777410 -1.933244 4.682363 0.0 -0.2 0.1
C 0.470758 -2.656773 2.790180 0.2 -0.3 0.1
C 0.964751 -0.768489 5.059557 0.1 0.0 0.0
H -0.532826 3.188678 5.218055 0.0 -0.2 -0.1
H 0.741057 2.033022 4.821213 -0.2 0.0 0.0
H -0.597257 1.556861 5.882201 0.0 0.1 -0.3
H -3.551709 2.401185 4.458277 0.0 -0.3 0.0
H -3.804119 0.909488 3.518077 0.1 0.1 0.2
H -3.115037 0.817780 5.165959 0.0 0.2 -0.3
H -0.536033 3.642981 2.269063 -0.2 -0.1 0.0
H -1.946341 2.957041 1.427564 0.0 0.1 0.3
H -2.177186 3.918198 2.912275 0.2 -0.1 -0.2
H -1.858595 -0.261548 2.104373 -0.1 0.0 0.6
H -2.666189 -2.100531 4.054279 0.2 0.1 0.3
H -1.458056 -2.908042 5.088416 -0.2 0.2 0.0
H -2.070679 -1.293563 5.529689 0.1 -0.2 -0.3
H 1.426386 -2.391586 2.315591 -0.2 0.0 0.2
H 0.672633 -3.439766 3.539629 0.0 0.0 -0.3
H -0.161726 -3.097484 2.009694 0.1 0.0 0.1
H 1.771469 -0.126249 4.675730 -0.2 -0.2 0.1
H 0.506589 -0.275039 5.930038 0.2 -0.2 -0.3
H 1.417456 -1.712683 5.412438 -0.1 0.3 -0.1

=====

(4)
12
Properties=species:S:1:pos:R:3:forces:R:3 method="wB97M-V/def2-TZVPD" homo_energy_ev=-10.46 orbital_gap_ev=11.17 e_lumo_ev=0.7 smiles="C=C[C@@H](Cl)C(F)(F)Cl" relative_energy_kcal_mol=16.4
C 0.207726 -0.529304 -0.716699 1.1 3.5 3.3
C -0.789126 0.258479 -0.223410 0.1 -2.1 -2.9
C -0.524671 1.162463 0.923625 -1.7 -1.1 1.8
Cl -0.544798 2.897312 0.525225 0.0 -0.3 0.0
C -1.692758 0.903349 2.128364 3.3 -0.5 -1.2
F -1.605702 1.801522 3.099555 -0.5 1.0 -0.3
F -2.882955 0.864447 1.577809 -0.7 0.3 0.0
Cl -1.330380 -0.621487 2.972938 -0.1 -0.5 -0.4
H 0.176719 -1.078172 -1.601943 -0.3 -1.0 -1.1
H 1.229868 -0.304114 -0.219376 -1.5 -1.0 -1.0
H -1.731472 0.140706 -0.847934 0.8 0.8 1.5
H 0.463956 0.822960 1.296873 -0.7 0.8 0.2

=====

(5)
68
Properties=species:S:1:pos:R:3:forces:R:3 method="wB97M-V/def2-TZVPD" homo_energy_ev="-1.16 / -1.92" total_charge=-2 s2=6.021 orbital_gap_ev="4.96 / 5.72" multiplicity=5 e_lumo_ev="3.8 / 3.8" relative_energy_kcal_mol=9.3
Ir 0.495959 2.894561 -0.421736 0.1 0.2 0.1
S 4.273334 2.933485 2.344426 0.0 0.0 0.0
Sb 3.807897 4.461622 0.676668 0.0 0.0 0.0
S 1.744024 2.054235 -2.293534 -0.1 0.0 0.0
S 1.420697 4.898028 0.494043 0.0 -0.1 0.0
S 4.828258 6.505012 0.912730 0.0 0.0 0.0
C -3.897659 0.921341 -1.746537 0.0 0.0 0.0
N -2.718770 0.133181 -1.470700 0.0 0.0 0.0
C -2.630627 -0.439357 -0.143464 0.0 0.0 0.0
C -1.633427 0.066292 -2.296229 0.1 0.0 0.0
C -1.626909 0.932700 -3.534304 0.0 0.0 0.0
O -0.695856 -0.676552 -2.051732 -0.1 -0.1 0.0
H -4.776844 0.381008 -1.384544 0.0 0.0 0.0
H -4.020977 1.075975 -2.815125 0.0 0.0 0.0
H -3.865981 1.894509 -1.250141 0.0 0.0 0.0
H -3.341923 -1.263494 -0.020793 0.0 0.0 0.0
H -2.846834 0.328304 0.604421 0.0 0.0 0.0
H -1.620619 -0.808870 0.009773 0.0 0.0 0.0
H -2.187457 0.443710 -4.335946 0.0 0.0 0.0
H -0.587372 1.039661 -3.834554 0.0 0.0 0.0
H -2.044211 1.922841 -3.361118 0.0 0.0 0.0
C -0.801159 2.112529 4.398570 0.0 0.0 0.0
N 0.510370 2.266521 3.780234 -0.1 0.0 -0.1
C 1.291444 3.427272 4.221446 0.0 0.1 0.0
C 0.608467 1.926673 2.504741 0.1 -0.1 0.0
N 0.699974 1.601431 1.397984 -0.1 0.0 0.1
H -0.663502 1.976650 5.472403 0.0 0.0 0.0
H -1.301813 1.239652 3.986445 0.0 0.0 0.0
H -1.429207 2.990450 4.224430 0.0 0.0 0.0
H 1.466110 3.329789 5.294013 0.0 0.0 0.0
H 0.751954 4.355104 4.009414 0.0 0.0 0.0
H 2.244282 3.452040 3.689939 0.0 -0.1 0.0
C 1.781702 -4.867116 1.759892 0.0 0.0 0.0
C 2.105192 -5.231878 0.310409 0.0 0.0 0.0
C 1.031133 -6.212785 -0.180699 0.0 0.0 0.0
C 3.471909 -5.930087 0.288648 0.0 0.0 0.0
C 2.139913 -4.002181 -0.601512 0.0 0.0 0.0
C 2.385729 -4.171013 -1.964116 0.0 0.0 0.0
C 2.434218 -3.097236 -2.856681 0.0 0.0 0.0
C 2.227536 -1.839182 -2.343049 0.0 0.0 0.0
O 2.211123 -0.639526 -2.976915 0.0 0.0 0.0
B 1.895547 0.318461 -1.972685 0.0 0.0 0.0
O 1.811232 -0.339831 -0.728324 0.0 0.0 0.0
C 1.983377 -1.655010 -0.987626 0.0 0.0 0.0
C 1.934552 -2.708830 -0.103686 0.0 0.0 0.0
H 1.758933 -5.774803 2.368541 0.0 0.0 0.0
H 0.808173 -4.380468 1.841135 0.0 0.0 0.0
H 2.532619 -4.197785 2.182588 0.0 0.0 0.0
H 0.972290 -7.078984 0.485578 0.0 0.0 0.0
H 1.250084 -6.574069 -1.186367 0.0 0.0 0.0
H 0.054138 -5.726833 -0.206114 0.0 0.0 0.0
H 3.458314 -6.821162 0.924191 0.0 0.0 0.0
H 4.249795 -5.256823 0.653400 0.0 0.0 0.0
H 3.742413 -6.235573 -0.722986 0.0 0.0 0.0
H 2.547048 -5.168661 -2.356578 0.0 0.0 0.0
H 2.620880 -3.246892 -3.912239 0.0 0.0 0.0
H 1.738168 -2.508243 0.939550 0.0 0.0 0.0
F -2.104259 2.696257 1.719297 0.0 0.0 0.0
C -2.450466 3.341990 0.575463 0.0 0.0 0.0
C -1.560548 3.433004 -0.482531 0.0 0.0 0.0
C -2.084099 4.103770 -1.580820 0.0 0.0 0.0
F -1.341081 4.257652 -2.698067 0.0 0.0 0.0
C -3.356791 4.645621 -1.636124 0.0 0.0 0.0
F -3.806747 5.273133 -2.740748 0.0 0.0 0.0
C -4.190528 4.538627 -0.538672 0.0 0.0 0.0
F -5.435187 5.053954 -0.567121 0.0 0.0 0.0
C -3.728684 3.876415 0.580769 0.0 0.0 0.0
F -4.539243 3.749756 1.652960 0.0 0.0 0.0

=====

In hartree, the DFT total energy values for the records above are, in order, -1021.8092; -375.2171; -4191.2174; -1274.8899; -3744.2958.